No. 1
79
Properties=species:S:1:pos:R:3 method="wB97M-V/def2-TZVPD" gap_ev=7.836 smiles="CN(C)c1ccc([C@@H](/C=C/N2[C@H](Cc3ccccc3)C(=O)N(C)C2(C)C)[C@H](c2ccc(C#N)cc2)S(=O)(=O)C(F)(F)F)cc1"
C 0.614 6.305 -4.163
N 0.137 6.285 -2.785
C -0.821 7.340 -2.508
C 0.185 5.119 -1.981
C 1.050 5.040 -0.861
C 1.174 3.822 -0.123
C 0.438 2.662 -0.473
C 0.530 1.425 0.326
C -0.502 0.452 0.205
C -0.749 -0.497 1.195
N -1.776 -1.388 1.150
C -1.760 -2.576 2.029
C -0.567 -3.516 1.761
C -0.544 -4.672 2.718
C -0.205 -4.445 4.061
C -0.288 -5.506 4.970
C -0.671 -6.772 4.532
C -0.939 -7.004 3.177
C -0.846 -5.954 2.260
C -3.097 -3.266 1.697
O -3.630 -4.150 2.328
N -3.579 -2.652 0.571
C -4.788 -3.127 -0.034
C -2.849 -1.463 0.123
C -2.334 -1.687 -1.302
C -3.788 -0.252 0.180
C 2.211 0.943 0.350
C 2.854 0.664 -0.932
C 3.222 1.792 -1.673
C 3.770 1.643 -2.927
C 4.001 0.378 -3.470
C 4.596 0.225 -4.794
N 5.095 0.146 -5.846
C 3.818 -0.724 -2.637
C 3.226 -0.615 -1.379
S 2.879 -0.296 1.507
O 4.301 -0.512 1.182
O 1.891 -1.376 1.552
C 2.883 0.526 3.188
F 3.173 -0.422 4.114
F 1.673 1.091 3.485
F 3.849 1.477 3.181
C -0.441 2.774 -1.558
C -0.595 3.979 -2.291
H 1.385 5.532 -4.281
H -0.215 6.126 -4.870
H 1.046 7.296 -4.373
H -1.104 7.306 -1.450
H -0.378 8.316 -2.733
H -1.730 7.257 -3.127
H 1.676 5.885 -0.633
H 1.858 3.854 0.699
H 0.730 1.639 1.478
H -1.218 0.539 -0.606
H -0.117 -0.536 2.098
H -1.796 -2.266 3.096
H -0.665 -3.865 0.717
H 0.370 -2.954 1.870
H 0.085 -3.447 4.397
H -0.074 -5.320 6.023
H -0.776 -7.589 5.249
H -1.246 -7.987 2.835
H -1.061 -6.109 1.199
H -5.032 -4.079 0.424
H -5.608 -2.424 0.122
H -4.631 -3.258 -1.102
H -1.826 -2.656 -1.378
H -3.201 -1.669 -1.973
H -1.629 -0.922 -1.632
H -4.364 -0.297 1.112
H -3.250 0.698 0.137
H -4.489 -0.304 -0.657
H 2.545 1.933 0.748
H 3.073 2.778 -1.230
H 3.981 2.540 -3.492
H 4.134 -1.689 -3.013
H 3.028 -1.488 -0.736
H -1.030 1.926 -1.894
H -1.275 4.018 -3.129

No. 2
83
Properties=species:S:1:pos:R:3 method="wB97M-V/def2-TZVPD" gap_ev=6.206 charge=-1
Sr 0.057 0.405 -0.399
O -1.864 6.418 0.717
C -1.348 5.173 0.505
C -0.511 4.897 -0.568
C -0.038 3.599 -0.703
N -0.370 2.652 0.159
C -1.176 2.900 1.182
C -1.693 4.167 1.403
C -1.559 1.664 2.029
O -2.395 1.813 2.904
O -1.005 0.594 1.669
C 0.920 3.160 -1.828
O 1.434 4.036 -2.506
O 1.070 1.904 -1.905
H -1.572 6.999 0.003
H -0.241 5.640 -1.303
H -2.346 4.354 2.238
C -0.375 -2.794 2.785
C 1.015 -3.067 2.216
C 1.551 -4.416 2.695
C 1.941 -1.920 2.553
C 2.381 -1.729 3.852
C 3.183 -0.651 4.183
C 3.547 0.245 3.194
C 3.122 0.078 1.884
C 3.539 1.073 0.825
C 3.027 2.475 1.140
C 5.057 1.086 0.635
C 2.301 -1.005 1.560
N 1.805 -1.159 0.260
C 2.504 -1.947 -0.569
C 3.763 -2.531 -0.312
C 4.404 -3.326 -1.241
C 3.841 -3.603 -2.473
C 2.586 -3.070 -2.759
C 1.966 -2.288 -1.827
F 0.696 -1.812 -2.113
H -1.076 -3.569 2.477
H -0.750 -1.828 2.458
H -0.343 -2.782 3.871
H 0.932 -3.109 1.121
H 1.569 -4.477 3.780
H 2.560 -4.587 2.331
H 0.919 -5.226 2.334
H 2.086 -2.426 4.621
H 3.515 -0.509 5.203
H 4.173 1.088 3.443
H 3.096 0.752 -0.129
H 3.591 2.917 1.962
H 1.978 2.460 1.434
H 3.128 3.123 0.273
H 5.564 1.366 1.558
H 5.337 1.805 -0.133
H 5.421 0.107 0.332
H 4.231 -2.333 0.644
H 5.373 -3.736 -0.993
H 4.347 -4.222 -3.194
H 2.086 -3.261 -3.698
S -2.786 3.252 -2.633
C -3.927 2.051 -2.825
N -4.877 1.825 -1.901
C -5.844 0.756 -1.974
C -5.221 -0.415 -2.731
C -4.756 0.090 -4.090
N -3.907 1.246 -3.906
H -4.863 2.461 -1.113
H -6.755 1.100 -2.492
H -6.124 0.468 -0.954
H -5.936 -1.229 -2.841
H -4.361 -0.778 -2.176
H -5.623 0.361 -4.712
H -4.186 -0.673 -4.626
H -3.083 1.350 -4.476
O -0.610 0.792 -4.119
C -0.728 0.770 -2.990
S -4.004 -1.779 1.247
C -3.128 -2.954 0.371
C -2.315 -2.344 -0.520
N -2.376 -0.986 -0.545
C -3.224 -0.562 0.341
H -3.230 -3.997 0.568
H -1.640 -2.839 -1.192
H -3.447 0.465 0.511

No. 3
83
Properties=species:S:1:pos:R:3 method="wB97M-V/def2-TZVPD" gap_ev="2.961 / 5.627" spin_multiplicity=2 charge=-1
Sc 0.083 0.244 0.985
C 0.281 1.989 5.086
C -0.316 1.466 3.822
O 0.436 0.946 2.935
C -1.719 1.722 3.642
C -2.474 2.296 4.709
C -3.826 2.519 4.607
C -4.424 2.445 3.356
C -3.733 1.986 2.236
C -2.414 1.540 2.359
O -1.837 1.150 1.258
H 1.333 1.722 5.163
H -0.346 1.640 5.916
H 0.237 3.122 5.042
H -1.995 2.709 5.578
H -4.484 2.828 5.435
H -5.459 2.764 3.324
H -4.128 2.042 1.211
C 0.222 -6.243 -0.360
C 0.198 -4.988 0.579
O -0.988 -4.183 0.198
P -1.266 -2.680 0.802
S -1.167 -1.345 -0.652
S -0.336 -2.231 2.452
O -2.765 -2.784 1.363
C -3.940 -2.888 0.511
C -4.509 -1.520 0.260
H 1.158 -6.755 -0.346
H 0.178 -5.927 -1.393
H -0.613 -6.901 -0.050
H 1.079 -4.352 0.477
H 0.046 -5.357 1.615
H -4.638 -3.516 1.076
H -3.615 -3.397 -0.430
H -4.137 -0.785 0.957
H -5.635 -1.480 0.250
H -4.188 -1.143 -0.753
O 0.377 1.557 -0.693
S 1.632 2.321 -1.142
C 0.966 4.103 -1.081
C -0.311 4.365 -1.762
C -0.356 5.084 -2.951
C -1.547 5.311 -3.678
C -2.731 5.029 -3.023
C -2.740 4.335 -1.803
C -1.554 4.010 -1.165
C 1.930 2.133 -2.971
C 1.066 1.266 -3.806
C 0.917 -0.101 -3.578
C 0.220 -0.893 -4.507
C -0.353 -0.298 -5.605
C -0.300 1.071 -5.792
C 0.350 1.842 -4.851
H 1.814 4.687 -1.499
H 0.837 4.204 0.048
H 0.603 5.373 -3.378
H -1.541 5.878 -4.630
H -3.712 5.241 -3.423
H -3.734 4.168 -1.377
H -1.550 3.503 -0.211
H 2.984 1.847 -2.972
H 1.780 3.154 -3.350
H 1.413 -0.560 -2.718
H 0.145 -1.980 -4.361
H -0.876 -0.937 -6.330
H -0.679 1.608 -6.683
H 0.340 2.940 -4.878
O 3.149 -0.515 -1.025
C 2.972 -0.854 0.159
O 2.056 -0.400 0.909
C 3.786 -1.967 0.834
C 3.828 -2.174 2.208
C 4.655 -3.167 2.706
C 5.503 -3.827 1.849
C 5.553 -3.630 0.480
C 4.690 -2.616 -0.047
N 6.287 -4.970 2.317
O 5.985 -5.332 3.487
O 7.166 -5.504 1.628
H 3.202 -1.651 2.966
H 4.695 -3.460 3.742
H 6.143 -4.299 -0.136
H 4.644 -2.550 -1.126

No. 4
76
Properties=species:S:1:pos:R:3 method="wB97M-V/def2-TZVPD" gap_ev=8.006 smiles=Cc1ccc(C(B2OC(C)(C)C(C)(C)O2)c2ccc(C)cc2)cc1.Cc1ccc(-c2ccc(C(F)(F)F)cc2)s1
C 2.002 -2.355 6.959
C 1.166 -1.778 5.859
C 0.189 -0.799 6.091
C -0.714 -0.458 5.094
C -0.624 -1.009 3.805
C -1.682 -0.729 2.783
B -3.039 -1.780 3.260
O -3.167 -2.148 4.562
C -4.573 -1.956 4.901
C -5.016 -3.267 5.529
C -4.622 -0.883 5.988
C -5.272 -1.571 3.515
C -6.363 -2.512 3.029
C -5.832 -0.151 3.453
O -4.202 -1.628 2.531
C -1.458 -1.360 1.420
C -1.051 -0.689 0.259
C -0.800 -1.403 -0.921
C -0.996 -2.792 -0.977
C -0.726 -3.621 -2.203
C -1.455 -3.457 0.164
C -1.623 -2.763 1.356
C 0.464 -1.857 3.546
C 1.289 -2.298 4.572
H 1.559 -3.297 7.315
H 3.009 -2.586 6.590
H 2.078 -1.677 7.814
H 0.136 -0.316 7.070
H -1.524 0.248 5.299
H -2.000 0.320 2.752
H -6.025 -3.156 5.952
H -5.003 -4.100 4.814
H -4.319 -3.507 6.345
H -5.625 -0.816 6.436
H -3.904 -1.144 6.779
H -4.355 0.116 5.617
H -7.280 -2.356 3.620
H -6.580 -2.290 1.974
H -6.052 -3.560 3.098
H -6.701 -0.053 4.121
H -5.084 0.615 3.718
H -6.169 0.048 2.423
H -0.919 0.395 0.287
H -0.462 -0.876 -1.818
H -1.553 -4.320 -2.393
H -0.587 -3.007 -3.097
H 0.169 -4.248 -2.081
H -1.673 -4.526 0.113
H -1.829 -3.344 2.266
H 0.625 -2.227 2.538
H 2.049 -3.054 4.363
C -3.757 4.014 1.624
C -2.553 3.463 2.275
C -2.471 3.160 3.625
C -1.178 2.719 4.005
C -0.339 2.504 2.916
C 1.002 1.956 2.941
C 1.647 1.683 4.173
C 2.978 1.278 4.200
C 3.651 1.133 2.992
C 5.144 0.992 2.993
F 5.599 0.294 1.910
F 5.764 2.223 2.947
F 5.606 0.357 4.110
C 2.995 1.204 1.769
C 1.676 1.628 1.746
S -1.110 3.048 1.437
H -4.432 4.362 2.412
H -3.519 4.871 0.989
H -4.246 3.240 1.021
H -3.309 3.309 4.299
H -0.895 2.536 5.037
H 1.092 1.778 5.106
H 3.505 1.102 5.137
H 3.525 0.960 0.851
H 1.154 1.699 0.793

Quick rundown of max |F|, same order as above: 5.71 2.15 3.13 4.04 eV/A
Quick rundown of relative energy (zero: lowest compared OMol25 entry of this formula, charge and spin), same order as above: 0.0 22.4 35.9 3.0 kcal per mole